# 1
A cluster of 2 separate species, CH3N5Se in total in a non-equilibrium geometry, computed with ωB97M-V/def2-TZVPD.

The geometry in XYZ format:
```
10
Properties=species:S:1:pos:R:3:forces:R:3:nbo_charge:R:1
C 0.36881 -0.68627 0.01187 -0.131 1.565 0.239 0.1236
N 1.44991 0.06090 -0.19528 0.585 -0.595 0.253 -0.3134
N 1.04926 1.34823 -0.33146 0.995 -1.436 -0.116 -0.0377
N -0.20050 1.41293 -0.25255 -2.519 -0.235 0.298 -0.0745
N -0.67043 0.15965 -0.00859 0.920 0.759 -0.449 -0.0395
N -2.03351 -0.12529 0.00530 0.982 -2.490 -0.251 -0.6330
Se 4.36643 0.07123 -0.30998 -0.199 -0.059 0.018 -0.0468
H -2.06138 -1.17858 0.31133 -0.890 3.234 -0.195 0.3933
H -2.50626 0.65333 0.45270 -0.254 -0.806 0.579 0.4054
H 0.23764 -1.71614 0.31667 0.510 0.064 -0.377 0.2226
```
Positions in Å, forces in eV/Å.

orbital gap (alpha / beta)	7.1 / 7.1	eV
net charge	0
DFT total energy	-73877.275	eV
LUMO energy (alpha / beta)	-1.439 / -1.437	eV
relative energy (zero: lowest compared OMol25 entry of this formula, charge and spin)	1.8886	eV

---

# 2
A structure of composition CH3NO in a non-equilibrium geometry, computed with ωB97M-V/def2-TZVPD.

The geometry in XYZ format:
```
6
Properties=species:S:1:pos:R:3:forces:R:3:nbo_charge:R:1
C 0.15775 -0.15618 -0.02639 1.182 -0.986 -3.382 -0.5720
N 1.46981 -0.38384 -1.43386 -1.701 1.681 1.303 0.2180
O 1.66544 -1.50166 -1.61673 0.017 -0.988 -0.016 -0.2367
H 0.44083 0.76862 0.39919 -0.175 0.928 0.402 0.1951
H 0.61521 -0.99932 0.41334 -0.316 -0.879 1.085 0.1874
H -0.84427 -0.29350 -0.49924 0.993 0.243 0.609 0.2082
```
Positions in Å, forces in eV/Å.

orbital gap	8.6	eV
net charge	0
DFT total energy	-4619.436	eV
LUMO energy	0.273	eV
relative energy (zero: lowest compared OMol25 entry of this formula, charge and spin)	3.9849	eV

---

# 3
An isolated molecule of CH3NO in a non-equilibrium geometry, computed with ωB97M-V/def2-TZVPD.

The geometry in XYZ format:
```
6
Properties=species:S:1:pos:R:3:forces:R:3:nbo_charge:R:1
N 0.15377 -0.25409 -0.57648 -0.204 -1.062 -1.792 -0.8239
C -0.17683 0.33557 0.58968 1.136 -0.187 -0.250 0.5316
O -1.27133 0.71446 0.89257 -0.531 0.148 0.361 -0.5844
H -0.50420 -0.60303 -1.25884 -0.686 0.529 0.436 0.3919
H 1.04681 -0.62800 -0.83119 0.618 0.301 0.818 0.3893
H 0.75178 0.43509 1.18427 -0.334 0.271 0.427 0.0955
```
Positions in Å, forces in eV/Å.

orbital gap	11.1	eV
net charge	0
DFT total energy	-4623.296	eV
LUMO energy	0.951	eV
SMILES string	NC=O
relative energy (zero: lowest compared OMol25 entry of this formula, charge and spin)	0.1255	eV

---

# 4
A cluster of 2 separate species, CH3NO in total in a non-equilibrium geometry, computed with ωB97M-V/def2-TZVPD.

The geometry in XYZ format:
```
6
Properties=species:S:1:pos:R:3:forces:R:3:nbo_charge:R:1
C 1.52975 0.34097 -1.98247 -0.488 -0.435 -0.194 0.0726
N 1.66461 -0.24172 -1.00369 0.151 0.344 -0.145 -0.3079
H 1.25819 0.74656 -2.94251 0.314 0.095 0.357 0.2353
O -1.72921 -0.12149 2.25036 0.717 -0.480 -0.837 -0.9437
H -0.80928 0.15136 2.03233 -0.965 -0.349 0.181 0.4735
H -1.91407 -0.87569 1.64598 0.271 0.824 0.638 0.4701
```
Positions in Å, forces in eV/Å.

orbital gap	12.3	eV
net charge	0
DFT total energy	-4622.280	eV
LUMO energy	0.884	eV
SMILES string	C#N.O
relative energy (zero: lowest compared OMol25 entry of this formula, charge and spin)	1.1406	eV

---

# 5
A cluster of 2 separate species, CH3NO2 in total in a non-equilibrium geometry, computed with ωB97M-V/def2-TZVPD.

The geometry in XYZ format:
```
7
Properties=species:S:1:pos:R:3:forces:R:3:nbo_charge:R:1
C 0.88051 -1.46216 -0.29220 -1.170 2.587 1.115 -0.4054
N 1.94950 -0.77407 -0.61552 3.251 -5.671 -2.687 0.3600
O 2.17215 0.41376 -0.53071 -0.070 1.262 0.434 -0.5198
O 3.04693 -1.69994 -1.24149 -2.784 2.654 1.644 -0.8003
H 0.73064 -2.53555 -0.48889 0.419 1.081 0.191 0.2060
H -8.95405 6.74721 2.97340 -0.056 0.036 0.019 -1.0000
H 0.17432 -0.68926 0.19539 0.410 -1.948 -0.716 0.1595
```
Positions in Å, forces in eV/Å.

orbital gap	4.3	eV
net charge	-2
DFT total energy	-6663.453	eV
LUMO energy	5.911	eV
relative energy (zero: lowest compared OMol25 entry of this formula, charge and spin)	2.4211	eV

---

# 6
A cluster of 2 separate species, CH3NO2 in total in a non-equilibrium geometry, computed with ωB97M-V/def2-TZVPD.

The geometry in XYZ format:
```
7
Properties=species:S:1:pos:R:3:forces:R:3:nbo_charge:R:1
C 0.74899 -0.05218 0.15163 2.702 0.533 -4.717 -0.4026
N -0.47691 -0.64655 -0.08190 -0.937 -1.006 0.401 -0.0127
O -2.60338 0.05374 -0.08027 0.569 -0.758 -0.280 -0.2403
O -1.33387 0.28284 0.02220 -0.826 1.760 0.405 0.0576
H 1.31677 0.06306 -1.29601 -1.266 -0.265 4.008 0.1632
H 0.88530 0.89435 0.59431 -1.014 1.651 0.024 0.2137
H 1.46310 -0.59526 0.69003 0.772 -1.915 0.158 0.2211
```
Positions in Å, forces in eV/Å.

orbital gap (alpha / beta)	9.7 / 8.8	eV
net charge	0
DFT total energy	-6662.619	eV
LUMO energy (alpha / beta)	-1.091 / -1.103	eV
relative energy (zero: lowest compared OMol25 entry of this formula, charge and spin)	9.0454	eV